Entry 1:
Below is a gas-phase ion, C4H6NO (charge +1) at a distorted geometry, with properties calculated with ωB97M-V/def2-TZVPD.

The charge is +1. The HOMO energy is -15.7 eV.

```
12
Properties=species:S:1:pos:R:3:nbo_charge:R:1
C 1.84282 0.39836 -0.00057 -0.449
N 0.45900 0.09090 -0.04617 0.036
C -0.26186 -1.01489 -0.03601 0.113
C -1.63958 -0.70528 0.00572 -0.320
C -1.74655 0.66695 0.01590 0.227
O -0.46586 1.13826 -0.01683 -0.216
H 2.35226 0.05080 -0.90182 0.256
H 1.95456 1.48049 0.07543 0.274
H 2.30000 -0.07318 0.87191 0.255
H 0.18054 -1.99496 -0.06312 0.270
H -2.43594 -1.42338 0.04322 0.281
H -2.53940 1.38593 0.05235 0.272
```

Entry 2:
Below is a molecular structure, C4H10N2OP at a distorted geometry, with properties calculated with ωB97M-V/def2-TZVPD.

The charge is -1. The HOMO energy is -2.2 eV.

```
18
Properties=species:S:1:pos:R:3:nbo_charge:R:1
C -0.83841 0.95518 -0.01856 -0.422
C -0.31848 1.04255 1.41102 -0.396
C -1.45333 -0.31151 -0.56903 -0.227
C 0.87710 0.04694 1.36675 -0.710
N -0.61526 -1.51844 -0.49701 -0.425
N 2.23840 -0.22127 -1.43518 -1.238
O -1.16682 -2.54713 -1.15271 -0.742
P 0.89494 -1.36379 0.08985 0.967
H -1.61670 1.80353 -0.34176 0.180
H -0.02823 1.00262 -0.76647 0.229
H -0.01013 1.99236 1.65527 0.195
H -1.07362 0.70455 2.26567 0.179
H -2.49833 -0.40508 -0.14792 0.159
H -1.77421 -0.10694 -1.55655 0.184
H 1.76043 0.47357 1.14248 0.224
H 1.06198 -0.33325 2.33990 0.203
H 1.59723 -0.30571 -2.17609 0.319
H 2.96345 -0.90818 -1.60966 0.320
```

Entry 3:
Below is 2 unconnected molecules or ions with the total composition C3H2F3N at a distorted geometry, with properties calculated with ωB97M-V/def2-TZVPD.

Its multiplicity is 3. The HOMO energy (alpha / beta) is -7.0 / -10.7 eV. Its expectation value of S² is 2.01.

```
9
Properties=species:S:1:pos:R:3:nbo_charge:R:1
C 1.69503 0.26582 0.58400 0.077
C 0.96414 0.06074 -0.58265 -0.170
C -1.52606 -0.23769 -0.04770 0.987
N 1.49639 1.32421 -0.10993 -0.327
F -2.24563 0.68014 -0.69323 -0.323
F -1.92443 -1.46329 -0.39182 -0.328
F -1.63896 -0.07127 1.27407 -0.331
H 2.12989 -0.10871 1.48007 0.218
H 1.04964 -0.44994 -1.51282 0.197
```

Entry 4:
Below is a molecular structure, C16H19N3OPd at a distorted geometry, with properties calculated with ωB97M-V/def2-TZVPD.

The charge is +2. The HOMO energy (alpha / beta) is -14.2 / -14.2 eV.

```
40
Properties=species:S:1:pos:R:3:nbo_charge:R:1
Pd -0.28764 -0.54767 0.04312 0.684
C -4.65699 -2.04367 -0.44539 -0.225
C -5.31741 -1.15919 0.39538 -0.114
C -4.60970 -0.12461 0.98119 -0.207
C -3.25106 0.02753 0.69966 0.170
N -2.63161 -0.86195 -0.09546 -0.458
C -3.29580 -1.87010 -0.64160 0.052
C -2.43601 1.14754 1.19851 -0.062
C -2.99037 2.27825 1.80290 -0.166
C -2.18247 3.31121 2.24579 -0.183
C -0.80739 3.25951 2.08487 -0.162
C -0.23285 2.14610 1.47919 -0.294
C -1.04292 1.12383 1.02570 0.047
H -5.17773 -2.85252 -0.92802 0.252
H -6.36957 -1.28131 0.59785 0.249
H -5.10426 0.54932 1.65741 0.239
H -2.72896 -2.56178 -1.25568 0.218
H -4.05782 2.35363 1.92546 0.235
H -2.62571 4.15915 2.74214 0.246
H -0.17492 4.06375 2.42942 0.244
H 0.84643 2.10541 1.36669 0.219
N 4.65557 -0.97015 -1.75947 -0.493
C 3.80417 -0.10744 -2.62214 -0.252
C 2.32909 -0.32871 -2.26039 -0.255
N 2.05681 -0.07395 -0.84552 -0.644
C 2.95443 -0.85486 0.01139 -0.261
C 4.43483 -0.64048 -0.32611 -0.254
H 5.64593 -0.86505 -2.00835 0.458
H 4.40761 -1.95740 -1.91845 0.440
H 3.97468 -0.34713 -3.67328 0.260
H 4.09294 0.93414 -2.45478 0.236
H 2.03391 -1.35844 -2.49460 0.215
H 1.72602 0.34515 -2.87294 0.258
H 2.18303 0.92428 -0.65141 0.391
H 2.69929 -1.91566 -0.10036 0.218
H 2.78907 -0.57740 1.05727 0.254
H 5.05780 -1.27611 0.30480 0.259
H 4.72824 0.40034 -0.16592 0.235
O -0.37514 -2.47147 2.24690 -0.390
C -0.06354 -2.08210 1.22422 0.342
```

Q: Which relative energy (zero: lowest compared OMol25 entry of this formula, charge and spin) values were calculated for the entries above? A: 90.3, 325.6, 201.6, 137.9, in kJ/mol.
Q: Which electronic energy values were calculated for the entries above? A: -285.68780, -684.39716, -469.62552, -987.87812, in Ha.